[1]
The following is a DFT calculation (wB97M-V/def2-TZVPD) of 2 unconnected molecules or ions with the total composition C5H13BrSi in a non-equilibrium geometry.

Last column: Mulliken charge in e.
Geometry (Å):
C (-1.9896, 1.3814, -0.9520)  -1.06
C (0.4801, -0.7432, -1.3762)  -1.25
C (0.5358, -1.8637, 0.8665)  -1.40
C (-1.6539, 0.3466, 0.0440)  -0.36
C (0.4927, -0.5996, 0.1204)  0.77
Si (1.4204, 0.7863, 0.9723)  0.49
Br (-2.8348, -1.1679, -0.0227)  -0.16
H (-2.9710, 1.8145, -0.6212)  0.37
H (-2.1989, 1.0127, -1.9688)  0.31
H (-1.1417, 2.0345, -0.9694)  0.28
H (-0.4454, -1.1836, -1.7445)  0.27
H (1.3445, -1.2762, -1.5844)  0.52
H (0.6436, 0.3460, -1.8522)  0.22
H (-0.0421, -2.8119, 0.5719)  0.31
H (1.5637, -2.3258, 0.9461)  0.38
H (0.2551, -1.6027, 1.9919)  0.30
H (-1.6724, 0.8433, 1.0602)  0.44
H (2.8509, 0.5774, 0.5868)  -0.14
H (1.2288, 0.3878, 2.3688)  -0.14
H (0.9510, 2.0286, 0.6335)  -0.18

## Properties
HOMO level   -8.06 eV
HOMO-LUMO gap   8.6 eV
Electronic energy   -83312.13626 eV
2S+1   1
Relative energy (zero: lowest compared OMol25 entry of this formula, charge and spin)   143.83 kcal/mol

[2]
The following is a DFT calculation (wB97M-V/def2-TZVPD) of 2 unconnected molecules or ions with the total composition C6H15NO.

Last column: Mulliken charge in e.
Geometry (Å):
C (-2.2005, -0.1280, -1.5255)  -0.16
C (-1.5900, -0.4975, -2.8696)  -1.06
C (-1.8365, -1.1770, -0.4768)  -1.10
H (-1.9332, 0.8682, -1.1803)  0.28
H (-3.2906, -0.1610, -1.6522)  0.28
H (-1.8098, -1.5585, -3.0436)  0.27
H (-0.7682, -1.3890, -0.4927)  0.19
H (-0.5106, -0.3360, -2.9130)  0.27
H (-2.0673, -0.0150, -3.7326)  0.33
H (-2.1275, -0.9019, 0.5310)  0.27
H (-2.2908, -2.1391, -0.7244)  0.44
C (1.4729, 0.3299, 0.0353)  -0.04
C (2.9337, 0.0702, 0.3792)  -1.38
C (0.6289, 0.6060, 1.2577)  0.53
O (0.0196, 1.6498, 1.3964)  -0.64
N (0.6460, -0.3464, 2.2242)  -0.33
H (1.4264, 1.1579, -0.6688)  0.29
H (1.0997, -0.5460, -0.5018)  0.08
H (3.5297, -0.0115, -0.5345)  0.38
H (3.1256, -0.8627, 0.9079)  0.37
H (0.0458, -0.1952, 3.0195)  0.24
H (1.2841, -1.1183, 2.2632)  0.17
H (3.3602, 0.8934, 0.9532)  0.33

## Properties
HOMO level   -9.73 eV
HOMO-LUMO gap   10.6 eV
SMILES string   CCC(N)=O.CCC
Electronic energy   -10003.39023 eV
2S+1   1
Relative energy (zero: lowest compared OMol25 entry of this formula, charge and spin)   8.46 kcal/mol

[3]
The following is a DFT calculation (wB97M-V/def2-TZVPD) of 7 unconnected molecules or ions with the total composition H14O7 in a non-equilibrium geometry.

Last column: Mulliken charge in e.
Geometry (Å):
O (0.2484, -1.3216, 0.2463)  -0.67
O (-0.3816, -4.5384, 1.2251)  -0.60
O (3.4394, -1.7052, -1.6010)  -0.62
O (-3.2266, 2.3059, 2.2034)  -0.64
H (0.4040, -2.1092, 0.7812)  0.28
H (0.6838, -0.5571, 0.6412)  0.33
H (-0.8482, -5.0929, 0.5908)  0.31
H (-0.4319, -5.0542, 2.0414)  0.31
H (3.2809, -2.4084, -0.9734)  0.30
H (2.7202, -1.6735, -2.2350)  0.31
H (-2.5684, 1.7383, 2.5982)  0.29
H (-2.6974, 3.0093, 1.7833)  0.37
O (1.8467, 1.1429, -2.2689)  -0.60
O (-0.7986, 3.1638, 0.9884)  -0.72
O (-1.2022, 1.0417, -0.8088)  -0.70
H (-0.9458, 2.4006, 0.3856)  0.43
H (-0.8673, 3.9511, 0.4314)  0.32
H (2.4346, 1.7867, -1.8707)  0.30
H (1.2396, 1.5676, -2.8676)  0.31
H (-1.5172, 0.5851, -0.0193)  0.33
H (-0.4420, 0.4505, -0.9423)  0.35

## Properties
HOMO level   -10.84 eV
HOMO-LUMO gap   11.2 eV
SMILES string   O.O.O.O.O.O.O
Electronic energy   -14559.71991 eV
2S+1   1
Relative energy (zero: lowest compared OMol25 entry of this formula, charge and spin)   40.16 kcal/mol

[4]
The following is a DFT calculation (wB97M-V/def2-TZVPD) of a single C5H7NO molecule.

Last column: Mulliken charge in e.
Geometry (Å):
C (1.1605, 0.8164, 2.4964)  -0.24
N (0.4271, 0.0761, 1.6898)  -0.10
C (0.2007, 0.3112, 0.2740)  -0.07
C (-1.1427, -0.1318, -0.3218)  -0.32
C (-0.5094, -0.0548, -1.7189)  -0.49
C (0.4483, -0.7959, -0.7709)  -0.30
O (-0.7018, -1.5328, -0.2153)  -0.51
H (0.5433, 1.3176, 0.0574)  0.31
H (1.6041, 1.5703, 1.7936)  0.09
H (-0.0883, -0.7177, 2.0668)  0.18
H (-2.1538, 0.1109, 0.0095)  0.47
H (-0.2070, 0.9301, -2.0883)  0.24
H (-0.9875, -0.6828, -2.4688)  0.27
H (1.3595, -1.3595, -0.9781)  0.47

## Properties
HOMO level   -8.40 eV
HOMO-LUMO gap   9.3 eV
Electronic energy   -8830.86237 eV
2S+1   1
Relative energy (zero: lowest compared OMol25 entry of this formula, charge and spin)   123.15 kcal/mol

[5]
The following is a DFT calculation (wB97M-V/def2-TZVPD) of a molecular structure, C12H26NO5P2SV in a non-equilibrium geometry.

Last column: Mulliken spin population.
Geometry (Å):
V (-0.0653, -0.0984, 0.7162)  1.20
P (-2.3543, 0.2757, 0.3382)  -0.02
C (-2.1797, 0.6772, -1.3657)  0.52
C (-0.9580, 1.1712, -1.8658)  -0.04
N (0.1950, 0.9094, -1.1218)  0.08
C (1.4024, 1.2977, -1.5478)  0.04
C (1.5676, 2.0306, -2.7312)  0.15
C (0.4466, 2.3437, -3.5071)  -0.02
C (-0.8073, 1.9170, -3.0806)  0.19
C (2.5655, 0.9195, -0.6521)  0.00
P (2.2547, -0.5842, 0.4127)  -0.01
H (-1.7033, 2.1279, -3.6553)  0.00
H (2.5620, 2.3447, -3.0468)  0.00
H (0.5478, 2.8999, -4.4238)  0.00
H (3.4754, 0.7354, -1.2499)  0.00
H (2.7974, 1.7860, 0.0075)  0.00
H (-2.3440, -1.4082, -3.2789)  0.00
H (-3.0869, 0.9276, -1.9178)  -0.02
H (-0.7413, -3.8122, -1.7949)  0.00
O (-2.1229, -2.3044, -3.5621)  0.00
H (-2.7675, -2.5505, -4.2284)  0.00
H (-0.3474, -1.6207, 1.2284)  -0.11
O (-0.2658, -4.2220, -1.0755)  0.00
H (0.4569, -3.6469, -0.8355)  0.00
C (2.7163, -1.9443, -0.6897)  0.01
H (3.7647, -1.8261, -1.0188)  0.00
H (2.6339, -2.9266, -0.1850)  0.00
H (2.0869, -1.9936, -1.6008)  0.00
C (3.5314, -0.5005, 1.6872)  0.00
H (3.5293, -1.4075, 2.3223)  0.00
H (4.5319, -0.4201, 1.2248)  0.00
H (3.4033, 0.3665, 2.3645)  0.00
C (-3.1035, 1.7371, 1.1476)  0.04
H (-4.0795, 1.9489, 0.6884)  0.00
H (-3.2347, 1.5638, 2.2263)  0.01
H (-2.4532, 2.6183, 1.0242)  0.00
C (-3.4903, -1.1278, 0.5247)  0.03
H (-3.6878, -1.3247, 1.5921)  0.00
H (-4.4386, -0.9056, 0.0171)  0.00
H (-3.0493, -2.0399, 0.0892)  0.00
C (1.1842, 0.4403, 4.3114)  0.01
S (-0.4484, 1.0374, 3.4172)  0.00
O (-1.3391, -0.0907, 3.4641)  0.00
O (-0.8737, 2.1934, 4.1750)  -0.01
O (-0.1598, 1.5107, 1.9463)  -0.04
H (0.9436, 0.3009, 5.3813)  0.00
H (1.9777, 1.1941, 4.2281)  0.00
H (1.5270, -0.5200, 3.9005)  0.00

## Properties
HOMO level (spin up / spin down)   -15.64 / -16.55 eV
HOMO-LUMO gap (spin up / spin down)   6.3 / 7.3 eV
Charge   +2
Electronic energy   -79676.02220 eV
2S+1   3
Relative energy (zero: lowest compared OMol25 entry of this formula, charge and spin)   17.09 kcal/mol

[6]
The following is a DFT calculation (wB97M-V/def2-TZVPD) of 2 unconnected molecules or ions with the total composition C4H11NO in a non-equilibrium geometry.

Last column: Mulliken charge in e.
Geometry (Å):
C (-0.8410, 2.5853, 0.4448)  -0.98
C (0.2249, 1.8464, 1.2432)  0.65
O (1.4166, 1.8475, 1.0667)  -0.59
N (-0.3660, 1.0496, 2.2295)  -0.45
H (-0.3521, 2.9413, -0.4688)  0.29
H (-1.2538, 3.4705, 0.9186)  0.29
H (0.3406, 0.5473, 2.7625)  0.25
H (-1.2193, 0.5637, 2.0902)  0.23
H (-1.6089, 1.8859, 0.1287)  0.31
C (0.5504, -2.2389, -2.0430)  -0.88
C (0.3814, -1.9869, -0.5491)  -0.67
H (0.1075, -1.4114, -2.5911)  0.27
H (1.5786, -2.2750, -2.4133)  0.28
H (0.1646, -3.2271, -2.2947)  0.26
H (1.1913, -1.3531, -0.1924)  0.21
H (0.2275, -2.8367, 0.1099)  0.36
H (-0.5424, -1.4084, -0.4417)  0.16

## Properties
HOMO level   -9.98 eV
HOMO-LUMO gap   10.8 eV
SMILES string   CC(N)=O.CC
Electronic energy   -7864.11533 eV
2S+1   1
Relative energy (zero: lowest compared OMol25 entry of this formula, charge and spin)   10.11 kcal/mol

[7]
The following is a DFT calculation (wB97M-V/def2-TZVPD) of 2 unconnected molecules or ions with the total composition C4H5ClN2 in a non-equilibrium geometry.

Last column: Mulliken spin population.
Geometry (Å):
C (-0.3962, -0.2235, 1.1264)  0.48
C (0.1219, 0.6416, 0.4509)  -0.20
C (0.6887, 2.4893, -1.2127)  0.00
C (-0.9195, -1.3234, 1.7829)  0.01
N (1.1830, 2.7954, 0.1112)  0.66
N (0.4432, 1.7744, 0.0002)  0.18
Cl (0.6675, -0.3374, -2.1435)  0.79
H (-0.1594, 3.0273, -1.5427)  0.00
H (1.3411, 1.9590, -2.0789)  0.01
H (-1.5101, -2.0406, 1.1443)  0.00
H (-0.0867, -1.9996, 2.0407)  0.03
H (-1.3797, -1.0624, 2.8252)  0.04

## Properties
HOMO level (spin up / spin down)   -7.66 / -9.52 eV
HOMO-LUMO gap (spin up / spin down)   8.4 / 5.8 eV
Electronic energy   -19723.56231 eV
2S+1   3
Relative energy (zero: lowest compared OMol25 entry of this formula, charge and spin)   69.97 kcal/mol

[8]
The following is a DFT calculation (wB97M-V/def2-TZVPD) of a molecular structure, C24H32IN2O4P2Tl in a non-equilibrium geometry.

Last column: Mulliken charge in e.
Geometry (Å):
C (-0.5653, -0.9847, -5.5865)  -1.08
C (-0.5302, 0.1781, -4.6661)  0.54
H (-0.5550, -0.5366, -6.5715)  0.41
H (-1.4917, -1.5824, -5.4097)  0.25
H (0.3235, -1.6352, -5.4086)  0.25
O (-0.4935, 1.3840, -4.7494)  -0.37
I (-0.9376, -1.2967, 0.4254)  0.17
Tl (-0.5855, -0.8434, -2.5097)  1.10
P (1.9250, -0.5135, -2.3539)  1.01
C (2.7235, 0.9893, -1.8426)  -0.99
C (2.4669, -1.8872, -1.2458)  -1.24
H (3.5087, -2.1297, -1.4953)  0.47
H (3.7576, -0.9983, -3.7890)  0.52
H (1.7783, -2.7517, -1.2916)  0.36
H (2.2910, -1.9510, -4.3129)  0.32
H (2.3859, 1.2794, -0.8562)  0.05
H (2.4519, -1.5114, -0.2089)  0.19
C (2.6802, -0.9683, -3.9921)  -1.28
H (3.8067, 0.8481, -1.7996)  0.57
H (2.4078, -0.1686, -4.6989)  0.38
H (2.3998, 1.8041, -2.5351)  0.33
P (-3.0743, -0.4114, -2.3434)  0.92
C (-3.6455, 1.1818, -1.7780)  -1.08
C (-3.8042, -0.7827, -3.9600)  -1.37
H (-3.0315, -2.5792, -1.2495)  0.42
H (-4.6709, -1.8707, -1.4325)  0.54
H (-3.5378, -1.2657, -0.1518)  0.38
C (-3.6411, -1.6771, -1.1607)  -1.50
H (-3.4810, -1.7733, -4.2924)  0.34
H (-4.8748, -0.7562, -3.7723)  0.52
H (-4.7289, 1.0885, -1.7527)  0.53
H (-3.3443, 1.9487, -2.4920)  0.38
H (-3.5012, -0.0127, -4.6732)  0.36
H (-3.2295, 1.4092, -0.7950)  0.18
C (-0.5371, 1.6712, -2.0601)  -0.11
O (-0.4061, 2.7768, -2.2038)  -0.17
O (-1.1700, 2.1025, 0.2906)  -0.59
C (0.0052, 1.7694, 0.4041)  -0.19
N (0.9123, 2.2546, 1.3687)  -0.41
C (1.1145, 1.0766, 2.1775)  2.87
C (1.5379, 0.0847, 0.9927)  -1.30
O (1.8842, -0.9454, 1.2999)  -0.35
N (0.7109, 0.7049, -0.1195)  0.36
C (2.2213, 1.0054, 3.2625)  0.00
C (3.3656, 0.1733, 3.1764)  -0.39
C (3.9446, -0.2944, 4.3385)  -0.70
C (3.4593, 0.1390, 5.5809)  -0.57
C (2.4403, 1.0693, 5.6322)  -0.50
C (1.8411, 1.5360, 4.4829)  -0.62
C (-0.3182, 0.5309, 2.8634)  -0.36
C (-0.2300, -0.4553, 3.8837)  0.21
C (-1.3136, -0.9640, 4.5570)  -0.95
C (-2.6124, -0.6263, 4.1950)  -0.66
C (-2.7675, 0.3269, 3.1514)  -0.62
C (-1.6706, 0.9103, 2.5810)  -0.01
H (0.4889, 3.0435, 1.8645)  0.51
H (3.7623, -0.2161, 2.2122)  0.21
H (4.7400, -1.0120, 4.2735)  0.46
H (3.8899, -0.2722, 6.5018)  0.40
H (2.0508, 1.4132, 6.5838)  0.41
H (0.9798, 2.2000, 4.5123)  0.38
H (0.8051, -0.7923, 4.2004)  0.24
H (-1.1488, -1.6513, 5.3917)  0.42
H (-3.4794, -1.0554, 4.6763)  0.46
H (-3.7615, 0.5972, 2.8265)  0.52
H (-1.9220, 1.6757, 1.8533)  0.48

## Properties
HOMO level (spin up / spin down)   -13.10 / -13.06 eV
HOMO-LUMO gap (spin up / spin down)   4.5 / 4.9 eV
Charge   +2
Electronic energy   -67926.78882 eV
2S+1   1